Arrangement one

A cluster of 3 separate species, C3H12N3S in total. Source: the OMol25 dataset; level of theory: ωB97M-V with the def2-TZVPD basis set.

Atoms and positions in Å:
C -2.663 1.497 -0.447
C 0.661 -0.872 1.630
C -1.763 0.381 -0.155
N 1.279 0.894 0.469
N 0.395 0.441 1.277
N 2.875 -0.782 -1.155
S -2.331 -1.168 -0.193
H -3.821 1.202 -0.521
H -2.359 2.351 0.194
H -2.337 1.946 -1.487
H 1.810 -1.174 1.715
H 0.171 -1.112 2.558
H 0.039 -1.517 0.838
H 0.978 1.717 0.011
H 2.037 0.211 0.191
H 2.082 -0.752 -1.748
H 2.866 -1.825 -0.918
H 3.666 -0.429 -1.682
H -3.586 -1.009 -0.579

Properties
Net charge ... +1
Molar mass ... 122.22 g/mol
LUMO energy (alpha / beta) ... -5.1468 / -5.1460 eV

***

Arrangement two

A structure of composition C3H12N3S. Source: the OMol25 dataset; level of theory: ωB97M-V with the def2-TZVPD basis set.

Atoms and positions in Å:
C -1.142 1.200 0.093
C -0.292 1.537 -1.081
S -1.246 1.459 -2.637
N -0.268 1.038 1.325
H -1.881 1.982 0.279
H -1.603 0.246 -0.094
H 0.248 2.496 -0.943
H 0.478 0.717 -1.116
H -1.595 2.787 -2.646
H 0.321 1.896 1.359
H -0.871 0.949 2.159
N 1.290 -3.095 -0.212
C 1.373 -1.814 0.267
N 0.724 -1.338 1.294
H 0.593 -3.699 0.243
H 1.415 -3.180 -1.234
H 1.921 -1.119 -0.380
H 0.252 -0.052 1.344
H 0.283 -2.011 1.980

Properties
Net charge ... +1
Molar mass ... 122.22 g/mol
LUMO energy ... -2.8692 eV

***

Name the most stable of them. arrangement two.

***

Arrangement one

An isolated molecule of C18H24N2O4S. Source: the OMol25 dataset; level of theory: ωB97M-V with the def2-TZVPD basis set.

Atoms and positions in Å:
C -0.793 2.551 3.187
C -1.981 3.452 2.856
O -1.860 4.153 1.639
C -0.914 5.204 1.656
C -0.966 5.927 0.312
C -0.195 5.169 -0.774
N -0.634 3.802 -0.894
C 0.107 2.771 -0.427
O 1.270 2.891 -0.086
C -0.588 1.448 -0.424
C -1.947 1.311 -0.151
C -2.511 0.049 -0.125
C -1.752 -1.082 -0.371
C -0.389 -0.954 -0.630
N 0.452 -2.038 -0.871
C 0.152 -3.369 -0.890
O -0.959 -3.814 -0.668
C 1.302 -4.244 -1.214
C 1.225 -5.588 -1.098
C 0.032 -6.313 -0.559
O 2.196 -6.484 -1.411
C 3.356 -6.053 -2.081
C 3.946 -4.804 -1.451
S 2.800 -3.433 -1.758
C 0.182 0.316 -0.647
H -0.579 1.892 2.349
H 0.097 3.135 3.403
H -1.032 1.948 4.059
H -2.881 2.841 2.735
H -2.150 4.165 3.679
H -1.162 5.902 2.472
H 0.098 4.816 1.828
H -0.537 6.923 0.419
H -2.013 6.028 0.021
H -0.316 5.678 -1.737
H 0.868 5.129 -0.523
H -1.619 3.656 -1.047
H -2.548 2.175 0.086
H -3.563 -0.062 0.092
H -2.201 -2.060 -0.352
H 1.417 -1.782 -1.040
H -0.797 -6.243 -1.260
H -0.303 -5.875 0.377
H 0.304 -7.356 -0.415
H 4.054 -6.893 -2.013
H 3.130 -5.860 -3.138
H 4.895 -4.534 -1.908
H 4.066 -4.929 -0.374
H 1.240 0.440 -0.834

Properties
Net charge ... 0
Molar mass ... 364.47 g/mol
Structure (SMILES) ... CCOCCCNC(=O)c1cccc(NC(=O)C2=C(C)OCCS2)c1
LUMO energy ... 0.5991 eV

***

Arrangement two

An isolated molecule of C18H24N2O4S. Source: the OMol25 dataset; level of theory: ωB97M-V with the def2-TZVPD basis set.

Atoms and positions in Å:
C 4.127 2.153 -2.757
C 3.430 0.810 -2.555
O 3.511 0.349 -1.219
C 2.339 0.456 -0.454
C 1.905 1.889 -0.103
C 0.640 1.832 0.696
C -0.582 1.679 0.099
O -0.706 1.613 -1.234
N -1.750 1.588 0.786
C -1.690 1.588 2.075
S -3.154 1.395 3.013
C -4.381 1.102 1.697
C -4.507 -0.357 1.244
O -3.677 -0.675 0.158
C -2.434 -1.227 0.344
C -1.825 -1.492 1.560
C -0.564 -2.066 1.577
C 0.109 -2.403 0.415
C 1.452 -3.063 0.475
C -0.506 -2.137 -0.814
C 0.167 -2.506 -2.101
C -1.757 -1.547 -0.832
N -0.542 1.721 2.761
C 0.716 1.857 2.132
O 1.706 1.975 2.821
H 3.635 2.941 -2.193
H 5.157 2.081 -2.418
H 4.118 2.416 -3.812
H 2.381 0.870 -2.873
H 3.933 0.053 -3.170
H 2.555 -0.083 0.472
H 1.500 -0.038 -0.968
H 2.685 2.371 0.487
H 1.724 2.451 -1.019
H -1.638 1.449 -1.437
H -4.089 1.731 0.858
H -5.324 1.444 2.121
H -5.526 -0.497 0.862
H -4.362 -1.040 2.087
H -2.304 -1.263 2.499
H -0.098 -2.262 2.533
H 1.403 -4.062 0.041
H 1.790 -3.150 1.504
H 2.193 -2.495 -0.085
H 1.155 -2.053 -2.168
H -0.425 -2.183 -2.953
H 0.299 -3.586 -2.159
H -2.250 -1.339 -1.770
H -0.542 1.711 3.774

Properties
Net charge ... 0
Molar mass ... 364.47 g/mol
Structure (SMILES) ... CCOCCc1c(O)nc(SCCOc2ccc(C)c(C)c2)[nH]c1=O
LUMO energy ... 0.4659 eV

***

Name the most stable of them. arrangement two.

***

Arrangement one

An isolated molecule of C4H8O2S. Source: the OMol25 dataset; level of theory: ωB97M-V with the def2-TZVPD basis set.

Atoms and positions in Å:
C -0.593 2.758 1.128
S -1.525 1.241 0.793
C -0.282 -0.123 0.839
C -0.370 -0.572 -0.605
C 0.556 -1.743 -0.953
O 0.764 -2.524 -0.046
O 1.302 -1.689 -2.057
H -1.135 3.717 1.186
H 0.009 2.621 2.040
H 0.073 2.990 0.297
H 0.634 0.165 1.268
H -0.808 -0.934 1.431
H -0.187 0.180 -1.413
H -1.390 -0.903 -0.834
H 1.871 -2.502 -2.047

Properties
Net charge ... 0
Molar mass ... 120.17 g/mol
Structure (SMILES) ... CSCCC(=O)O
LUMO energy ... 0.7062 eV

***

Arrangement two

An isolated molecule of C4H8O2S. Source: the OMol25 dataset; level of theory: ωB97M-V with the def2-TZVPD basis set.

Atoms and positions in Å:
C 0.018 -1.349 -2.012
O 0.730 -0.521 -1.090
C 0.632 -0.935 0.180
O 0.560 -2.147 0.528
C 0.541 0.230 1.126
C -0.754 0.980 0.770
S -0.919 2.509 1.909
H -1.115 -1.186 -2.052
H 0.302 -2.351 -1.875
H 0.442 -1.332 -2.795
H 1.289 1.045 0.921
H 0.388 -0.044 2.199
H -0.675 1.452 -0.187
H -1.515 0.428 0.913
H 0.075 3.222 1.464

Properties
Net charge ... 0
Molar mass ... 120.17 g/mol
Structure (SMILES) ... COC(=O)CCS
LUMO energy ... 0.6824 eV

***

Name the most stable of them. arrangement one.

***

Arrangement one

An isolated molecule of C4H8O2S. Source: the OMol25 dataset; level of theory: ωB97M-V with the def2-TZVPD basis set.

Atoms and positions in Å:
C 1.497 0.982 -0.090
C 0.403 -0.046 -0.112
S 0.913 -1.767 -0.257
C -0.874 0.239 0.669
O -1.616 -0.802 1.207
C -0.902 0.304 -0.832
O -1.620 -0.687 -1.477
H 1.094 2.003 -0.068
H 2.102 0.913 -0.999
H 2.141 0.833 0.785
H 1.830 -1.724 0.744
H -0.892 1.163 1.278
H -1.024 -1.575 1.300
H -0.898 1.271 -1.366
H -2.155 -1.107 -0.783

Properties
Net charge ... 0
Molar mass ... 120.17 g/mol
Structure (SMILES) ... C[C@@]1(S)[C@H](O)[C@@H]1O
LUMO energy ... 0.6093 eV

***

Arrangement two

A cluster of 2 separate species, C4H8O2S in total. Source: the OMol25 dataset; level of theory: ωB97M-V with the def2-TZVPD basis set.

Atoms and positions in Å:
C -1.397 1.466 -0.219
C -1.361 0.083 0.461
O -1.145 0.015 1.627
S -1.825 -1.226 -0.655
H -0.450 1.867 -0.633
H -1.797 2.213 0.639
H -2.260 1.572 -1.046
H -1.403 -0.372 -1.612
C 1.825 -0.963 0.756
C 1.405 -0.540 -0.553
O 1.217 0.576 -0.924
H 2.929 -1.136 0.653
H 1.726 -0.319 1.660
H 1.409 -1.980 1.074
H 1.127 -1.256 -1.226

Properties
Net charge ... 0
Molar mass ... 120.17 g/mol
Structure (SMILES) ... CC(=O)S.CC=O
LUMO energy ... 0.6319 eV

***

Name the most stable of them. arrangement one.

***

Arrangement one

A cluster of 2 separate species, C3H5OP in total. Source: the OMol25 dataset; level of theory: ωB97M-V with the def2-TZVPD basis set.

Atoms and positions in Å:
C -3.720 0.868 0.113
C -2.584 0.738 -0.232
C 1.664 -1.192 -0.230
O 1.771 1.619 -0.316
P 0.919 0.484 0.082
H -4.769 1.212 0.011
H 1.122 -2.142 -0.347
H 2.104 -0.916 -1.160
H 2.436 -1.338 0.559
H 1.057 0.666 1.521

Properties
Net charge ... 0
Molar mass ... 88.05 g/mol
LUMO energy (alpha / beta) ... -1.7696 / -2.7205 eV

***

Arrangement two

A structure of composition C3H5OP. Source: the OMol25 dataset; level of theory: ωB97M-V with the def2-TZVPD basis set.

Atoms and positions in Å:
C 0.100 -0.048 0.393
C -0.700 -0.347 -0.639
C 1.588 0.200 0.137
O -3.479 -0.233 0.675
P -3.083 -0.001 -0.678
H -0.219 0.151 1.405
H -0.071 -0.442 -1.537
H 2.069 0.458 1.046
H 2.057 -0.707 -0.133
H 1.738 0.968 -0.669

Properties
Net charge ... 0
Molar mass ... 88.05 g/mol
LUMO energy ... -1.0670 eV

***

Name the most stable of them. arrangement two.